# 1
20
Properties=species:S:1:pos:R:3:forces:R:3:lowdin_charge:R:1 method="wB97M-V/def2-TZVPD" e_tot_ev=-11414.5456 de_lowest_kj_mol=450.70 gap_ev=10.049 lumo_ha=0.0206
C 0.4585 0.7376 -2.6445 0.166 0.601 -0.272 -0.374
N -0.1546 -0.1713 -1.8528 0.016 0.012 0.919 0.038
C 0.6451 -1.1619 -1.1306 -0.696 -0.285 -0.248 -0.179
C 0.9092 -0.7779 0.3170 0.654 -0.572 -0.380 -0.269
N -0.3692 -0.7037 1.0186 0.941 1.618 2.321 -0.051
C -0.0609 0.4716 2.3512 0.231 2.792 -1.552 -0.005
O 1.6074 0.6936 -3.0275 0.265 -0.286 -0.040 0.006
H -0.1830 1.5822 -2.9513 -0.226 -0.204 0.135 0.133
H -0.9475 0.1930 -1.3305 -0.263 -0.129 -0.396 0.085
H 0.0999 -2.1099 -1.1023 0.072 0.003 -0.330 0.118
H 1.5682 -1.2714 -1.6949 0.093 -0.141 0.198 0.117
H 1.5024 0.1354 0.2712 -0.095 0.315 0.375 0.115
H 1.5177 -1.5734 0.7662 0.219 0.177 -0.133 0.119
H -0.1593 -0.7774 2.0768 -0.367 -3.460 -0.642 0.020
H 0.6874 0.2561 3.1185 -0.240 -0.537 0.013 0.096
H 0.3394 1.2788 1.7482 0.086 0.141 0.109 0.081
H -1.0358 0.7860 2.6877 -0.135 -0.296 0.417 0.080
H -2.9261 0.9376 0.6421 0.278 -0.103 -0.157 0.037
H -1.3941 0.4586 0.5953 -1.138 0.015 -0.473 -0.039
O -2.1047 1.0165 0.1417 0.139 0.342 0.135 -0.128



# 2
78
Properties=species:S:1:pos:R:3:forces:R:3:lowdin_charge:R:1 method="wB97M-V/def2-TZVPD" e_tot_ev=-111362.4013 de_lowest_kj_mol=238.18 gap_ev=5.478 lumo_ha=0.0777 total_charge=-1
C -1.7813 -2.1997 -3.5434 0.112 0.161 -0.276 -0.051
C -1.2423 -3.0003 -2.4011 0.256 -0.719 0.864 -0.226
H -1.8461 -2.7850 -4.4673 -0.016 0.137 0.088 0.059
H -1.1264 -1.3266 -3.7116 -0.252 -0.249 0.078 0.073
H -2.7838 -1.8090 -3.3120 0.237 -0.100 0.012 0.083
C -0.7461 -4.2422 -2.4966 -0.428 0.454 0.148 -0.143
C -0.6083 -5.0143 -3.7664 0.102 -0.347 -0.424 -0.136
H -0.3863 -4.7520 -1.5994 -0.138 0.257 -0.151 0.090
H -0.3042 -4.3699 -4.6070 -0.094 -0.275 0.185 0.063
H -1.5362 -5.5363 -4.0548 0.210 0.109 0.002 0.067
H 0.1608 -5.7854 -3.6259 -0.104 0.078 -0.234 0.057
Ca 0.5181 1.2667 0.6137 0.284 -1.348 -0.722 0.836
Cl -2.1073 0.8552 0.7666 -0.169 0.303 0.507 -0.136
Cl 0.8680 3.8185 -0.5325 0.631 0.114 1.561 0.159
H 0.9934 5.6037 4.1473 -0.008 -0.146 -0.033 0.087
H -1.4773 6.1230 3.3734 0.065 -0.105 -0.102 0.085
C 1.1253 5.0566 3.2073 -0.196 0.039 -0.113 -0.030
C -1.1943 5.6071 2.4473 -0.075 -0.268 0.022 -0.037
N -0.1720 4.5971 2.7189 -0.049 0.397 0.212 -0.179
H 1.7543 4.1778 3.3576 -0.027 0.243 -0.038 0.087
C -0.3849 3.3087 2.4770 0.875 -0.942 -0.105 -0.380
O 0.4922 2.4084 2.6228 -1.123 1.479 0.135 -0.208
H -2.0825 5.1138 2.0304 0.293 0.173 0.073 0.097
H -1.3830 3.0327 2.0830 0.222 0.193 0.142 0.087
H 1.5841 5.7455 2.4871 -0.080 -0.269 0.003 0.094
H -0.8325 6.3588 1.7327 0.018 -0.324 0.088 0.094
H 1.5436 -1.3981 -3.1829 0.109 0.191 0.318 0.080
H 2.3825 -3.6907 -1.7580 0.068 0.264 0.078 0.086
C 2.5777 -1.1246 -2.9309 -0.334 -0.143 -0.122 -0.045
C 3.2682 -3.0659 -1.5731 -0.066 0.284 0.032 -0.057
N 2.9341 -1.6485 -1.6214 0.500 0.360 0.630 -0.167
H 2.6931 -0.0382 -2.9472 -0.102 -0.202 0.067 0.080
C 2.8915 -0.9050 -0.4973 -0.849 0.334 -0.598 -0.330
O 2.4341 0.2535 -0.4140 0.958 -0.963 0.051 -0.207
H 3.6818 -3.2981 -0.5871 -0.056 -0.091 -0.174 0.086
H 3.3046 -1.4124 0.3971 -0.228 0.013 -0.269 0.124
H 3.2430 -1.5957 -3.6651 0.058 0.202 0.099 0.080
H 4.0016 -3.2923 -2.3557 0.032 0.029 0.194 0.081
O 0.0320 -1.4317 -1.3447 2.144 0.500 0.164 -0.353
C -1.0385 -2.1725 -1.1188 -0.657 -0.025 0.525 -0.515
C 0.2671 -3.5847 0.5419 -0.053 -0.443 0.374 -0.135
C -0.9411 -2.9901 0.1951 -0.237 -0.014 -0.866 -0.190
H 1.1473 -3.3507 -0.0598 -0.330 -0.040 0.178 0.082
C 0.3442 -4.4487 1.6393 -0.097 0.142 -0.351 -0.127
H -1.8980 -1.4924 -0.9950 -0.790 -0.258 0.128 0.091
C -2.0474 -3.1554 1.0216 0.032 -0.328 -0.011 -0.047
H 1.3152 -4.8823 1.8966 -0.367 -0.029 0.014 0.092
C -0.8087 -4.7413 2.3766 0.067 0.085 0.027 -0.126
C -2.0007 -4.0642 2.0815 0.239 -0.001 0.017 -0.106
H -2.9454 -2.5749 0.7934 0.145 -0.307 0.081 0.108
H -0.7678 -5.4871 3.1804 -0.061 0.391 -0.244 0.085
H -2.8991 -4.2606 2.6666 0.190 0.065 -0.022 0.086
Si -0.0463 3.0854 -2.5205 -1.361 -0.318 -3.065 -0.139
Cl -0.0367 1.0333 -1.9677 -0.128 1.065 -0.829 0.412
C 1.5862 3.6483 -3.3551 0.345 0.301 0.140 -0.272
C -1.6547 3.9569 -1.9615 -0.080 0.415 0.247 -0.272
C -0.8557 2.7975 -4.3198 0.085 -0.487 0.377 -0.301
H 2.4439 3.0720 -2.9817 -0.176 0.087 0.064 0.012
H 1.8111 4.7039 -3.1520 -0.030 -0.119 0.068 0.006
H 1.5437 3.5278 -4.4484 -0.084 -0.039 0.393 0.011
H -0.1981 2.1865 -4.9625 -0.345 0.087 0.084 0.002
H -1.0049 3.7758 -4.8096 0.058 -0.170 0.117 0.013
H -1.8425 2.3135 -4.2094 0.320 0.064 -0.245 0.006
H -2.1057 3.4157 -1.1201 0.167 0.025 -0.010 -0.003
H -2.3919 3.9762 -2.7727 0.194 -0.091 0.128 0.010
H -1.4988 4.9951 -1.6451 0.075 -0.094 0.084 0.001
S 0.9644 -1.1089 2.2738 -0.253 0.357 0.692 0.703
C 0.1687 -0.5387 3.6459 -0.428 0.513 -0.086 -0.816
N 0.6917 -0.5391 4.8966 0.519 -0.215 0.177 0.001
C -0.0683 0.2740 5.8325 0.394 -0.165 0.198 -0.155
C -1.3001 0.6654 5.0134 -0.264 -0.069 -0.348 -0.147
N -1.0615 0.0273 3.7247 0.374 -0.156 -0.480 0.011
H 1.6656 -0.7822 5.0383 -0.451 0.151 -0.194 0.130
H 0.5240 1.1404 6.1524 -0.177 -0.072 -0.025 0.112
H -0.3456 -0.3049 6.7154 0.040 0.041 0.044 0.106
H -1.3855 1.7545 4.9156 -0.055 -0.153 -0.059 0.106
H -2.2165 0.2735 5.4617 0.016 0.141 -0.002 0.112
H -1.6037 0.2501 2.8696 0.387 -0.157 0.283 -0.001



# 3
48
Properties=species:S:1:pos:R:3:forces:R:3:lowdin_charge:R:1 method="wB97M-V/def2-TZVPD" e_tot_ev=-44550.8436 de_lowest_kj_mol=67.95 gap_ev=9.319 lumo_ha=0.0143 smiles="COC(=O)[C@H](Cc1ccccc1)NC(=O)NCc1ccc(S(N)(=O)=O)cc1"
C -1.0223 0.7965 5.0353 -0.026 -0.235 0.294 -0.028
O -0.1720 1.4773 4.1226 -0.133 0.343 -0.180 -0.053
C 1.0726 1.0233 4.0531 0.658 0.132 0.420 -0.499
O 1.5598 0.2388 4.8249 -0.100 0.046 0.002 0.119
C 1.9243 1.7293 2.9831 -0.281 0.046 -0.116 -0.180
C 1.2049 2.8461 2.1966 0.051 -0.235 0.139 -0.082
C 0.2825 2.3339 1.1251 0.008 0.167 -0.007 -0.226
C -1.0875 2.2594 1.3304 -0.001 0.019 -0.034 -0.032
C -1.9283 1.8247 0.3216 -0.131 0.014 -0.044 -0.063
C -1.4131 1.4616 -0.9106 0.025 0.079 -0.011 -0.100
C -0.0459 1.5191 -1.1222 0.033 0.007 -0.095 -0.080
C 0.7925 1.9536 -0.1112 -0.014 0.060 -0.035 -0.046
N 2.4567 0.7046 2.1107 0.241 0.272 0.155 0.116
C 1.7328 -0.4253 1.8706 0.507 -0.061 -0.190 -0.538
O 0.6232 -0.5961 2.3350 -0.415 -0.190 -0.099 0.096
N 2.3841 -1.3610 1.1118 0.249 -0.190 -0.095 0.086
C 1.6656 -2.5419 0.6675 -0.129 0.104 0.053 -0.131
C 0.7872 -2.2325 -0.5188 -0.138 -0.045 0.093 -0.193
C -0.5614 -1.9567 -0.3314 0.125 -0.118 -0.091 -0.006
C -1.3514 -1.5879 -1.4066 -0.157 -0.104 -0.044 -0.059
C -0.7796 -1.4869 -2.6574 -0.436 0.122 -0.292 -0.307
S -1.7462 -0.9076 -4.0331 0.181 0.579 -0.292 0.616
N -0.8905 0.4901 -4.4450 -0.306 -0.718 0.227 -0.053
O -1.6218 -1.8080 -5.1409 0.323 0.021 0.060 -0.294
O -3.0543 -0.5315 -3.5775 0.207 0.034 0.317 -0.304
C 0.5541 -1.7700 -2.8695 0.267 -0.092 0.022 -0.061
C 1.3384 -2.1463 -1.7941 -0.154 0.024 -0.109 -0.023
H -1.9511 1.3604 5.0700 0.041 -0.018 -0.022 0.093
H -0.5594 0.7486 6.0232 -0.096 0.007 -0.087 0.096
H -1.1995 -0.2174 4.6732 -0.004 0.041 0.030 0.103
H 2.7641 2.1735 3.5329 -0.171 -0.134 -0.047 0.161
H 0.6505 3.4581 2.9074 0.068 0.108 -0.037 0.121
H 1.9752 3.4664 1.7302 -0.029 0.022 0.064 0.121
H -1.4952 2.5477 2.2865 -0.039 0.031 0.088 0.109
H -2.9935 1.7770 0.4938 -0.106 0.009 0.019 0.105
H -2.0734 1.1361 -1.7009 -0.117 -0.038 -0.038 0.083
H 0.3636 1.2307 -2.0802 0.056 -0.031 -0.071 0.091
H 1.8573 2.0165 -0.2919 0.075 0.034 -0.014 0.111
H 3.4117 0.7760 1.8045 -0.058 -0.107 0.107 0.148
H 3.1433 -1.0519 0.5258 -0.042 0.041 0.067 0.136
H 2.4006 -3.3127 0.4240 -0.099 0.020 0.050 0.126
H 1.0549 -2.8700 1.5104 0.108 -0.105 -0.122 0.126
H -0.9792 -2.0073 0.6616 -0.051 0.008 0.109 0.119
H -2.4006 -1.3699 -1.2921 -0.111 0.058 0.094 0.116
H -1.3779 1.3203 -4.1473 -0.160 0.148 0.142 0.062
H -0.7013 0.5179 -5.4342 -0.002 -0.131 -0.237 0.066
H 0.9556 -1.6903 -3.8668 0.169 -0.008 -0.098 0.116
H 2.3848 -2.3729 -1.9428 0.115 -0.035 -0.044 0.115



# 4
25
Properties=species:S:1:pos:R:3:forces:R:3:lowdin_charge:R:1 method="wB97M-V/def2-TZVPD" e_tot_ev=-19628.0748 de_lowest_kj_mol=646.78 gap_ev=9.400 lumo_ha=0.0110
C 1.5003 1.1717 0.0954 -0.656 -1.890 4.816 -0.444
C 0.0886 0.8173 0.1639 -3.411 3.911 -2.203 -0.482
C 1.6887 2.2449 -0.8698 -2.044 2.843 0.379 -0.277
C -1.4746 -0.9795 0.0331 -6.258 -0.925 0.955 -0.196
C -2.3726 -0.4456 1.4102 0.107 -9.850 -2.840 -0.523
C -1.6589 -2.5863 0.0181 -2.551 1.836 1.325 -0.254
H 3.2893 0.7868 -0.1559 -1.716 -3.914 0.002 0.153
H 2.0465 -0.8371 -0.7447 2.069 3.946 2.451 0.192
H 1.6771 1.5805 1.1995 -0.088 -0.233 -2.122 0.206
H 1.3958 3.2072 -0.2578 -1.184 -1.600 -2.103 0.171
H 1.1695 2.0156 -1.9129 1.270 0.771 1.993 0.184
H 3.3195 3.0920 -1.5140 -0.432 -1.887 2.073 0.172
H 0.6949 -1.0011 0.6739 -3.458 1.631 -2.755 0.296
H -2.0247 -0.6312 -0.9152 0.515 -0.362 1.354 0.180
H -2.9478 -2.7012 0.2289 3.609 0.109 -1.800 0.193
H -1.3583 -3.1027 0.9192 0.589 0.313 0.468 0.092
H -1.0556 -4.0464 -1.3934 0.413 4.390 1.686 0.201
H -2.0845 1.3084 1.0358 0.697 0.351 -0.380 0.096
N 2.4186 0.0253 0.0841 0.550 0.160 -3.169 -0.023
N -0.2565 -0.4113 0.0033 7.858 -4.691 3.657 0.067
O -0.7960 1.7387 0.0498 1.275 -0.870 0.669 -0.005
O 3.0408 2.4073 -0.7950 3.974 2.338 -3.816 -0.119
O -2.9240 -1.3658 2.0138 0.625 1.084 -0.165 0.037
O -0.8925 -2.9981 -1.0762 -1.051 -4.380 -2.138 -0.134
O -2.4837 0.7105 1.7057 -0.701 6.920 1.663 0.219



# 5
15
Properties=species:S:1:pos:R:3:forces:R:3:lowdin_charge:R:1 method="wB97M-V/def2-TZVPD" e_tot_ev=-5344.7303 de_lowest_kj_mol=244.66 gap_ev=10.664 lumo_ha=0.0434 smiles="C=CC.C=C"
C 1.6358 -0.5625 -0.8851 -0.847 0.515 1.034 -0.032
C 0.7076 0.4086 -1.0791 0.400 -0.995 2.260 -0.249
C 0.1076 0.8085 -2.4002 0.695 0.870 1.038 -0.107
H 1.8198 -1.0490 0.1370 -0.051 1.212 -1.552 0.073
H 2.2135 -0.9484 -1.7102 -0.107 -0.382 -0.202 0.042
H 0.2719 0.8173 -0.1082 0.317 -0.348 -1.608 0.089
H 0.6959 1.5656 -2.9279 -0.351 0.113 0.110 0.080
H 0.0666 -0.0514 -2.9843 0.212 -1.501 -1.325 0.044
H -0.9318 1.0735 -2.2794 -0.168 0.640 0.117 0.068
C -1.3160 -0.6454 1.6592 2.181 1.966 1.282 -0.080
C -1.0339 -0.0682 2.8570 -2.230 -0.404 -0.496 -0.076
H -0.4671 -0.7418 0.9699 -0.585 -0.915 0.266 0.005
H -2.3045 -0.6473 1.2629 -0.568 -0.186 -0.166 0.035
H -0.0333 -0.0033 3.3032 -0.503 0.142 -0.394 0.045
H -1.9378 0.3388 3.4261 1.606 -0.726 -0.364 0.063



# 6
56
Properties=species:S:1:pos:R:3:forces:R:3:lowdin_charge:R:1 method="wB97M-V/def2-TZVPD" e_tot_ev=-39501.3503 de_lowest_kj_mol=668.75 gap_ev=8.703 lumo_ha=0.0684 total_charge=-1
O -3.2732 -3.0714 -0.4926 -2.532 -1.513 0.216 0.006
H -3.4316 2.7594 0.5294 -0.553 -1.932 -2.359 0.072
H 3.7450 -0.1122 0.7792 0.479 -0.226 0.003 0.000
O -1.7606 -0.3337 -0.5701 -1.998 -0.194 -0.881 -0.048
H 1.6143 1.5535 -3.8223 -5.118 -8.285 -1.408 -0.108
H -2.4403 -0.5184 0.0798 -0.791 0.387 -0.228 0.032
O 4.6414 0.0536 1.1301 -0.422 0.041 -0.749 -0.065
H -0.4729 2.6817 -0.7467 0.060 2.516 1.206 0.077
H 1.7198 -3.3483 2.1933 -2.108 -0.190 0.430 -0.069
O -3.1877 -0.9185 -3.9678 -0.158 0.594 1.043 -0.093
H -2.4319 -0.6251 -4.4876 0.155 -0.195 -0.058 -0.011
H -2.9454 -0.5643 -3.0794 -0.385 -0.579 -0.847 0.028
O 1.5209 -2.5742 -3.3430 0.500 0.660 -2.302 0.004
H 1.2009 -3.2791 -2.8368 -0.799 -1.618 1.208 0.021
H 1.6946 -1.8759 -2.7474 0.329 1.105 1.136 0.003
O -0.5697 -0.3183 -4.1852 1.702 -1.809 -3.280 -0.020
H -3.9660 1.5729 3.0523 -0.433 0.957 -0.811 0.040
H -0.4179 -0.0012 -3.3551 -0.141 1.910 4.078 -0.046
O 2.4310 -3.8335 1.8068 2.820 0.668 0.602 -0.130
H 1.7847 -1.0450 1.3008 -0.236 0.094 0.166 0.010
H 3.0360 -3.0350 1.9560 -0.377 -2.299 -0.750 0.043
O 2.3159 -1.6504 0.7788 0.764 1.210 0.895 -0.028
H -0.2275 -1.7871 2.2360 -0.030 -1.248 0.449 0.010
O -0.5177 -0.4512 1.7900 2.424 -0.761 -1.984 -0.219
H -3.6113 0.7375 1.6408 -0.488 1.002 -3.421 -0.042
H -1.1071 -0.0534 2.3864 -1.051 1.319 1.267 -0.007
O -0.5631 3.5334 -0.2115 -6.216 -4.982 0.062 -0.025
H 2.0232 2.5525 -2.7969 -0.490 0.616 2.889 -0.056
H 0.1345 4.0530 -0.2831 5.275 3.058 -1.154 -0.046
O 0.4689 0.3590 -1.3058 1.996 0.643 2.171 -0.117
H -0.3257 0.6596 -0.8339 -0.557 -0.348 -0.748 0.011
H -0.2958 2.8644 1.8081 -3.334 -0.643 1.177 0.059
O 2.0326 2.2601 -3.6621 5.610 7.667 -2.243 0.057
H 0.2771 -0.8331 -4.2192 -1.169 -0.074 -0.794 0.062
H 2.4716 2.2994 -0.8213 -0.135 0.386 0.057 0.078
O -3.6567 0.8486 2.5359 0.817 -1.960 4.209 0.004
H 1.0832 1.8485 -1.2431 1.000 1.416 -0.175 0.015
H 1.9810 -1.5600 -0.0850 -0.708 -0.056 -1.706 0.028
O 0.0674 -2.7294 2.6290 4.911 6.216 0.645 -0.071
H 4.4433 0.2224 2.0418 0.120 0.269 0.812 0.007
H 1.4559 -1.7000 3.8518 -1.295 -0.035 -0.578 -0.021
O 1.2906 1.1545 1.1070 0.503 -4.512 -0.520 -0.193
H 0.5093 0.3418 1.4623 -1.112 1.621 0.848 0.050
H 1.3219 2.0705 1.1623 -0.410 2.147 0.340 -0.026
O 1.6376 2.7030 -1.1172 0.540 -1.127 -0.058 -0.119
H -2.0004 2.8463 1.9060 3.295 -0.583 0.998 0.045
H -2.4151 -3.0005 -0.7926 2.982 0.010 -1.356 -0.011
O -1.1192 2.5897 2.3859 -0.170 1.182 -1.747 -0.144
H -0.5295 -3.3443 2.5523 -5.203 -5.073 -0.751 -0.058
H 1.0713 0.4597 -0.4260 -0.920 -0.210 -1.554 0.077
O -3.6637 2.1898 -0.3130 0.407 2.764 2.311 -0.096
H -3.8868 2.9439 -0.8970 0.098 -0.816 -0.041 0.050
H -1.0616 -0.4924 0.0348 1.750 -0.627 1.464 -0.023
O 2.3748 -1.7335 4.0607 3.396 2.436 -1.615 -0.084
H -3.3409 -2.3101 0.0366 -0.538 1.331 1.130 -0.011
H 2.8708 -1.0590 3.4076 -2.053 -2.332 2.307 0.100



Repeat the fourth record exactly.
25
Properties=species:S:1:pos:R:3:forces:R:3:lowdin_charge:R:1 method="wB97M-V/def2-TZVPD" e_tot_ev=-19628.0748 de_lowest_kj_mol=646.78 gap_ev=9.400 lumo_ha=0.0110
C 1.5003 1.1717 0.0954 -0.656 -1.890 4.816 -0.444
C 0.0886 0.8173 0.1639 -3.411 3.911 -2.203 -0.482
C 1.6887 2.2449 -0.8698 -2.044 2.843 0.379 -0.277
C -1.4746 -0.9795 0.0331 -6.258 -0.925 0.955 -0.196
C -2.3726 -0.4456 1.4102 0.107 -9.850 -2.840 -0.523
C -1.6589 -2.5863 0.0181 -2.551 1.836 1.325 -0.254
H 3.2893 0.7868 -0.1559 -1.716 -3.914 0.002 0.153
H 2.0465 -0.8371 -0.7447 2.069 3.946 2.451 0.192
H 1.6771 1.5805 1.1995 -0.088 -0.233 -2.122 0.206
H 1.3958 3.2072 -0.2578 -1.184 -1.600 -2.103 0.171
H 1.1695 2.0156 -1.9129 1.270 0.771 1.993 0.184
H 3.3195 3.0920 -1.5140 -0.432 -1.887 2.073 0.172
H 0.6949 -1.0011 0.6739 -3.458 1.631 -2.755 0.296
H -2.0247 -0.6312 -0.9152 0.515 -0.362 1.354 0.180
H -2.9478 -2.7012 0.2289 3.609 0.109 -1.800 0.193
H -1.3583 -3.1027 0.9192 0.589 0.313 0.468 0.092
H -1.0556 -4.0464 -1.3934 0.413 4.390 1.686 0.201
H -2.0845 1.3084 1.0358 0.697 0.351 -0.380 0.096
N 2.4186 0.0253 0.0841 0.550 0.160 -3.169 -0.023
N -0.2565 -0.4113 0.0033 7.858 -4.691 3.657 0.067
O -0.7960 1.7387 0.0498 1.275 -0.870 0.669 -0.005
O 3.0408 2.4073 -0.7950 3.974 2.338 -3.816 -0.119
O -2.9240 -1.3658 2.0138 0.625 1.084 -0.165 0.037
O -0.8925 -2.9981 -1.0762 -1.051 -4.380 -2.138 -0.134
O -2.4837 0.7105 1.7057 -0.701 6.920 1.663 0.219